Computed, not measured: a cluster of 6 separate species, C50H79INO18P in total at a distorted geometry, with ωB97M-V/def2-TZVPD.

Structure (XYZ):
```
150
Properties=species:S:1:pos:R:3:forces:R:3
C 0.50159 -5.24187 10.15446 -0.3 -0.5 -0.3
C 0.30018 -6.58492 9.41300 -0.1 0.3 -0.1
C -0.96207 -6.57469 8.54784 0.2 -0.1 -0.1
C -0.94827 -5.51410 7.44170 0.1 -0.1 0.1
C -0.00933 -5.89416 6.27353 -0.9 0.2 0.0
C -0.62025 -5.53910 4.90875 0.2 0.1 -0.1
C -0.32280 -4.10358 4.42801 0.4 -0.4 -0.2
C 0.22703 -4.03277 2.98629 -0.8 0.7 0.3
C 1.13841 -2.82555 2.79018 0.3 -0.4 -0.3
C 1.74757 -2.73485 1.37335 -0.1 0.1 0.3
C 1.07450 -1.67697 0.47580 0.5 0.3 0.2
C 1.96901 -0.42915 0.27996 0.2 0.0 -0.6
C 2.52020 -0.27174 -1.16685 0.1 0.4 0.3
C 2.10816 1.06618 -1.81293 0.4 -0.3 -0.1
C 3.13044 2.16035 -1.47881 -0.6 0.3 0.4
C 2.57108 3.57322 -1.68689 -0.1 -0.3 -0.4
C 2.30577 3.91005 -3.17448 0.1 -0.3 0.4
C 3.31234 4.90480 -3.73463 -0.8 -0.2 0.0
N 2.78632 5.68983 -4.90675 1.4 0.3 0.6
C 3.79705 5.91740 -5.87759 -0.7 1.0 0.2
O 4.45117 5.08490 -6.41342 0.7 -1.0 -0.4
C 3.89600 7.38377 -6.08688 -0.1 1.5 -0.2
C 4.74900 8.12308 -6.92979 -0.8 0.6 0.7
C 4.64557 9.53311 -6.90393 -0.6 -0.9 0.6
C 3.69971 10.22210 -6.07976 0.1 -1.6 0.1
C 3.66856 11.73437 -6.12606 -0.1 -0.5 -0.2
C 2.65679 12.25618 -7.15695 0.3 0.6 -0.1
C 3.26548 12.47307 -8.54162 -0.1 0.1 0.2
I 1.95425 14.20176 -6.45776 0.0 -0.2 0.0
C 2.82367 9.45001 -5.23993 0.4 -0.6 -0.5
P 1.58498 10.35967 -4.21737 0.0 0.8 0.0
C -0.02075 9.59099 -4.61511 0.3 -0.5 -0.2
O 1.94420 9.86903 -2.67152 -0.2 -0.1 -0.3
C 2.97272 8.03250 -5.25847 0.4 0.8 -0.8
C 2.27274 6.96008 -4.48446 0.5 -0.6 -0.9
O 1.44913 7.04963 -3.63691 -0.8 0.3 1.0
H 1.25243 -4.65212 9.63337 0.0 0.2 0.2
H 0.79030 -5.38212 11.19380 0.2 0.0 0.0
H -0.44193 -4.69463 10.14867 0.1 0.2 0.1
H 1.15335 -6.75558 8.75274 0.1 -0.2 0.1
H 0.25478 -7.41633 10.11663 0.0 0.0 0.0
H -1.84373 -6.48167 9.19017 0.0 0.2 0.0
H -1.06079 -7.54160 8.04054 0.0 -0.1 0.1
H -1.97405 -5.41264 7.08066 0.0 0.0 -0.2
H -0.66168 -4.53585 7.83439 -0.1 0.0 0.1
H 0.94349 -5.37423 6.38201 0.2 -0.2 0.0
H 0.15118 -6.97316 6.30540 0.2 0.0 0.0
H -0.23825 -6.24784 4.17114 0.0 0.0 -0.1
H -1.69673 -5.70846 4.95323 0.0 -0.1 0.0
H 0.43788 -3.67274 5.08668 -0.1 0.1 0.1
H -1.21504 -3.47908 4.48158 0.0 0.1 0.2
H -0.63394 -3.90400 2.32062 0.1 -0.3 -0.2
H 0.73037 -4.96236 2.72117 0.1 0.0 0.0
H 0.58556 -1.90449 2.98683 0.0 0.0 0.2
H 1.93791 -2.89776 3.53359 0.0 0.1 0.0
H 2.79824 -2.46792 1.49643 0.1 -0.1 -0.2
H 1.73529 -3.72003 0.90372 -0.1 0.0 0.0
H 0.83458 -2.09124 -0.50056 -0.1 -0.1 0.0
H 0.13354 -1.35416 0.92405 -0.1 -0.2 0.0
H 2.82863 -0.46016 0.95032 -0.1 -0.1 0.2
H 1.43321 0.49028 0.52605 -0.1 0.0 0.1
H 2.24265 -1.12352 -1.78674 -0.2 0.0 0.0
H 3.61234 -0.27302 -1.11399 0.0 -0.1 -0.2
H 1.12471 1.35479 -1.43563 -0.1 0.1 -0.1
H 2.01985 0.95849 -2.89607 0.0 0.0 0.0
H 4.04877 2.01302 -2.05153 0.1 -0.1 0.0
H 3.36637 2.04322 -0.41614 0.2 0.1 0.0
H 1.62209 3.61369 -1.14920 0.0 0.1 0.1
H 3.22544 4.32303 -1.23710 0.0 0.0 0.0
H 1.28208 4.25885 -3.28296 0.1 0.3 -0.2
H 2.39330 2.98502 -3.74715 -0.2 0.0 -0.2
H 4.21481 4.37652 -4.03285 0.0 0.1 -0.3
H 3.59744 5.62675 -2.96514 -0.1 0.0 0.0
H 5.47456 7.61461 -7.55263 0.0 0.1 0.0
H 5.32449 10.09991 -7.53373 -0.1 0.1 0.1
H 3.43341 12.13360 -5.14617 0.0 -0.1 0.1
H 4.66069 12.07707 -6.42482 0.0 0.1 0.1
H 1.76229 11.64272 -7.21364 -0.1 0.0 0.2
H 4.26406 12.89970 -8.44137 0.0 -0.1 -0.1
H 3.32553 11.53426 -9.09478 0.1 0.0 0.0
H 2.68630 13.19184 -9.11589 -0.1 -0.2 -0.1
H -0.26142 9.88974 -5.63817 -0.1 0.1 0.0
H -0.77411 9.99244 -3.94070 0.0 0.1 0.0
H -0.03747 8.50577 -4.56142 0.0 0.0 0.1
H 1.89131 10.67641 -2.15073 0.1 -0.1 0.2
C -5.34685 -8.03408 7.78559 0.1 0.4 0.0
C -4.74634 -8.79829 6.63676 -0.2 0.0 0.3
C -3.91250 -9.99535 7.03194 0.0 -0.1 0.0
O -2.97434 -10.08288 5.94774 0.0 0.1 0.1
C -2.82402 -8.83652 5.44407 0.0 0.1 0.1
O -1.96999 -8.51063 4.68160 0.0 -0.1 -0.1
O -3.76976 -8.00442 5.93118 0.0 -0.1 -0.1
H -4.56820 -7.57176 8.39569 0.1 -0.2 0.0
H -5.98274 -7.23679 7.41266 -0.1 0.0 0.0
H -5.94895 -8.69037 8.41369 0.0 0.0 -0.1
H -5.52306 -9.08091 5.92148 0.0 0.0 0.0
H -4.48769 -10.91380 7.11485 0.1 -0.1 -0.2
H -3.35550 -9.82943 7.95727 0.0 0.1 0.0
C -2.74694 -7.91099 1.47143 -0.2 0.2 -0.2
C -2.77683 -9.30305 0.89736 0.1 0.3 0.2
C -1.41563 -9.90034 0.62631 0.1 -0.1 0.1
O -1.69016 -10.79876 -0.46063 0.0 0.1 0.0
C -2.75784 -10.31039 -1.13328 0.0 0.0 0.0
O -3.12395 -10.68940 -2.19837 0.0 0.0 0.0
O -3.35314 -9.32123 -0.42199 -0.1 -0.1 -0.1
H -2.32907 -7.20243 0.75358 0.1 -0.1 0.0
H -3.75447 -7.56848 1.71240 0.0 -0.1 0.1
H -2.15111 -7.89447 2.38348 0.0 0.0 0.0
H -3.37422 -9.96668 1.52898 0.0 -0.1 0.0
H -1.00502 -10.44001 1.47561 0.0 -0.1 -0.1
H -0.69419 -9.15394 0.28569 -0.1 0.1 0.0
C -4.31074 -6.73119 -2.79449 0.2 -0.2 0.2
C -4.05569 -5.40738 -2.12118 0.0 -0.3 -0.2
C -4.04172 -4.22086 -3.05379 -0.1 0.1 0.0
O -3.16750 -3.31227 -2.37979 0.0 0.0 0.0
C -2.30818 -4.04901 -1.63156 0.0 0.1 -0.1
O -1.33192 -3.60588 -1.12218 0.1 -0.1 0.1
O -2.72153 -5.33794 -1.56511 -0.1 0.2 0.0
H -3.49347 -6.98203 -3.47146 0.0 0.1 -0.1
H -4.38242 -7.53312 -2.06343 0.0 0.0 0.0
H -5.24312 -6.69565 -3.35923 0.0 0.0 0.0
H -4.76165 -5.25062 -1.30084 0.0 0.1 0.0
H -5.02240 -3.77238 -3.19426 0.1 0.1 0.1
H -3.61008 -4.46265 -4.02831 0.0 -0.1 0.0
C -9.43001 -3.67914 4.74803 -0.3 -0.1 0.1
C -8.57675 -4.60062 5.58278 -0.1 0.2 -0.3
C -7.46509 -5.29315 4.82753 0.2 0.0 0.0
O -7.30357 -6.50591 5.57610 -0.1 0.1 -0.1
C -8.49894 -6.78815 6.15631 -0.1 0.0 0.0
O -8.76135 -7.82304 6.67602 0.0 0.0 0.0
O -9.33487 -5.72956 6.05936 0.1 0.0 0.1
H -9.98256 -4.24477 3.99720 0.1 0.0 -0.1
H -10.16073 -3.16206 5.36890 0.0 0.0 0.0
H -8.81121 -2.93274 4.24975 0.0 0.0 0.0
H -8.18408 -4.07289 6.45604 0.1 -0.1 0.0
H -6.53628 -4.72812 4.81211 0.1 -0.1 0.1
H -7.74973 -5.55191 3.80487 -0.1 0.1 0.0
C 7.20689 15.91527 -7.28117 -0.3 0.1 -0.2
C 7.36057 14.43327 -7.51501 0.0 0.4 0.2
C 8.78687 13.96311 -7.68247 0.1 -0.1 0.1
O 8.62546 12.80734 -8.51504 0.0 0.1 0.0
C 7.49779 12.98529 -9.24859 0.0 0.0 0.0
O 7.17708 12.31214 -10.17132 0.0 0.0 0.0
O 6.78360 14.03652 -8.77170 0.1 -0.1 0.0
H 7.52637 16.47568 -8.16032 0.1 0.0 0.0
H 6.16360 16.16953 -7.09528 0.0 0.0 0.0
H 7.79763 16.23023 -6.42077 0.0 0.0 0.0
H 6.85490 13.86779 -6.72650 0.0 -0.1 0.0
H 9.26591 13.69318 -6.74461 0.0 -0.2 -0.1
H 9.40721 14.69148 -8.21039 -0.1 0.1 0.0
```
Forces are in eV/Å.

- 2S+1: 1
- Highest occupied orbital energy: -8.57 eV
- Total energy: -4000.8516 hartree
- Molar mass: 1140.0 g mol⁻¹
- Frontier orbital gap: 8.175 eV